94
Properties=species:S:1:pos:R:3:forces:R:3 method="wB97M-V/def2-TZVPD" charge=+4 total_energy_ha=-2863.71182 largest_force_ev_per_a=0.48 de_lowest_kcal_mol=6.7 s2=6.03 homo_lumo_gap_ev="8.09 / 5.43" e_homo_ev="-18.64 / -19.13" spin_multiplicity=5
Os -1.0180 0.5120 0.5863 -0.13 0.20 0.41
C -3.2957 5.2589 1.1468 0.03 0.06 0.04
N -3.8122 4.1312 0.3602 -0.12 0.02 -0.09
C -4.9730 4.1624 -0.3860 0.08 0.07 0.09
C -5.1121 2.9594 -0.9610 0.03 -0.11 -0.02
N -4.0254 2.1699 -0.5564 -0.12 0.11 0.05
C -3.2384 2.9330 0.2442 0.23 0.03 0.03
S -1.7432 2.6142 1.0704 -0.16 -0.21 -0.11
C -3.8543 0.8382 -1.0312 0.01 -0.12 -0.11
C -4.9618 0.1959 -1.5713 -0.03 0.07 0.02
C -4.7882 -0.9783 -2.2780 0.03 -0.03 -0.02
C -3.5019 -1.4747 -2.4441 -0.01 0.03 0.02
C -2.4777 -0.8359 -1.7868 -0.03 -0.04 -0.02
N -2.6355 0.2786 -1.0392 0.14 0.11 0.07
H -3.9923 6.0858 1.0500 -0.01 -0.02 -0.02
H -2.3229 5.5626 0.7665 0.00 -0.02 -0.01
H -3.2199 4.9763 2.1943 0.00 -0.02 0.00
H -5.5897 5.0431 -0.4477 -0.01 0.00 -0.01
H -5.8613 2.6177 -1.6490 0.00 0.00 0.00
H -5.9525 0.6074 -1.4557 0.01 -0.01 0.01
H -5.6431 -1.4783 -2.7144 0.00 -0.01 0.00
H -3.3012 -2.3492 -3.0463 -0.01 0.00 0.00
H -1.4675 -1.2104 -1.8589 0.05 -0.02 0.04
C 4.3075 -3.6235 1.4036 -0.01 -0.01 0.03
C 3.4746 -4.6314 0.5818 0.10 -0.07 -0.01
N 3.4031 -4.2193 -0.7994 -0.22 -0.11 0.07
C 4.5468 -4.4056 -1.6718 -0.04 0.08 0.05
C 5.1538 -3.0537 -2.1095 0.08 -0.03 0.01
C 2.2004 -3.6453 -1.3656 0.22 -0.15 -0.08
O 2.1662 -3.4994 -2.5510 -0.07 0.18 -0.02
C 1.0258 -3.2982 -0.4884 -0.04 0.06 -0.04
C 0.0784 -4.2666 -0.1702 0.08 -0.01 0.13
C -1.0838 -3.8705 0.4728 0.02 0.00 0.00
C -1.2832 -2.5259 0.7122 -0.06 -0.04 -0.02
N -0.3924 -1.5804 0.3655 -0.05 -0.03 -0.07
C 0.7601 -1.9637 -0.2030 -0.03 0.02 -0.04
H 4.3478 -3.9983 2.4249 0.01 0.01 0.01
H 3.8462 -2.6362 1.4020 -0.01 0.00 0.00
H 5.3247 -3.5504 1.0244 0.00 -0.01 0.00
H 2.4694 -4.7371 0.9803 0.00 0.07 0.04
H 3.9700 -5.6061 0.5992 0.01 0.02 -0.01
H 4.1917 -4.9523 -2.5518 0.03 0.04 -0.04
H 5.2719 -5.0079 -1.1304 -0.01 -0.01 0.00
H 4.4857 -2.5157 -2.7756 0.00 0.00 0.01
H 6.0773 -3.2740 -2.6432 -0.02 -0.04 -0.02
H 5.4068 -2.4463 -1.2417 -0.01 0.01 -0.01
H 0.2384 -5.3103 -0.4156 -0.01 0.00 -0.01
H -1.8384 -4.5880 0.7642 0.00 -0.01 -0.02
H -2.1980 -2.1813 1.1807 0.00 0.00 -0.01
H 1.4511 -1.1702 -0.4608 -0.01 0.00 -0.05
C 2.1451 5.1239 -2.0275 -0.01 0.02 -0.03
C 2.7441 3.8139 -2.5233 0.01 -0.03 -0.01
C 2.3538 2.5996 -1.6784 -0.07 -0.01 0.01
S 0.5918 2.2418 -1.7851 0.04 0.25 -0.09
O 0.4390 0.9943 -0.8433 0.00 -0.36 0.07
C 0.4276 1.5611 -3.4397 -0.02 0.13 0.00
C 1.3303 0.3854 -3.7833 0.04 -0.05 0.03
C 0.8102 -0.3486 -5.0168 0.00 0.01 -0.01
H 2.4719 5.9497 -2.6563 0.01 0.00 0.00
H 2.4670 5.3412 -1.0082 -0.01 -0.01 0.01
H 1.0529 5.1157 -2.0504 0.00 0.00 0.00
H 3.8338 3.8644 -2.4898 0.00 0.01 0.01
H 2.4955 3.6383 -3.5730 0.00 0.00 0.00
H 2.5106 2.7872 -0.6137 0.03 0.02 -0.01
H 2.8834 1.6915 -1.9655 -0.01 -0.02 0.03
H 0.5934 2.4221 -4.0951 -0.02 -0.02 -0.02
H -0.6344 1.3143 -3.5212 0.01 -0.05 0.03
H 1.3798 -0.2995 -2.9296 -0.02 0.00 -0.03
H 2.3433 0.7447 -3.9707 0.00 -0.01 0.01
H -0.1899 -0.7525 -4.8457 -0.01 0.01 0.00
H 1.4648 -1.1775 -5.2806 0.01 0.01 0.01
H 0.7597 0.3177 -5.8778 0.00 -0.01 -0.01
C 1.0895 2.2862 3.1676 -0.02 0.02 0.01
C -0.2047 1.7834 3.8071 0.00 -0.06 0.09
P -0.8735 0.2845 3.0272 0.15 0.02 -0.34
C -2.5560 0.0073 3.6864 0.03 -0.04 -0.01
C -2.7613 0.3635 5.1637 0.00 0.03 -0.01
C 0.2601 -1.0542 3.5462 0.00 0.02 0.01
C 0.0250 -1.6050 4.9550 -0.01 0.02 0.02
H 1.3334 3.2742 3.5544 0.02 -0.01 0.01
H 1.0040 2.3664 2.0800 0.00 0.03 -0.01
H 1.9324 1.6343 3.3952 0.00 -0.01 -0.02
H -0.9864 2.5438 3.8056 0.01 0.02 -0.06
H -0.0405 1.5240 4.8572 0.00 0.02 0.00
H -2.8067 -1.0411 3.4958 -0.01 0.00 0.01
H -3.2229 0.6098 3.0644 -0.01 -0.01 -0.01
H -2.1636 -0.2540 5.8277 0.01 0.00 0.01
H -3.8077 0.2099 5.4226 0.00 -0.01 -0.01
H -2.5277 1.4088 5.3606 -0.01 0.00 0.00
H 1.2566 -0.6072 3.4790 0.02 -0.03 -0.06
H 0.2278 -1.8574 2.8093 -0.05 0.00 0.06
H 0.1436 -0.8364 5.7175 -0.02 0.00 0.01
H 0.7553 -2.3838 5.1695 0.02 0.01 -0.02
H -0.9649 -2.0477 5.0569 0.01 -0.01 0.01


13
Properties=species:S:1:pos:R:3:forces:R:3 method="wB97M-V/def2-TZVPD" total_energy_ha=-303.44604 largest_force_ev_per_a=6.00 de_lowest_kcal_mol=119.2 homo_lumo_gap_ev=8.83 e_homo_ev=-8.26 spin_multiplicity=1
C -1.2344 -0.7772 -0.2568 -5.77 1.52 -0.27
C -1.2646 0.5477 0.7970 1.52 -1.30 2.02
C 1.5441 1.0356 0.2777 -2.48 -4.20 -3.17
C 1.4202 -1.0095 -0.6713 -2.07 5.08 -0.47
C 0.1035 -0.3975 -0.4594 4.25 -3.08 -1.23
H -1.6763 -1.7978 -0.0166 1.14 1.42 0.18
H -1.8654 -0.3972 -1.1583 0.83 -0.79 1.29
H -2.0323 1.4709 0.7310 1.78 -2.52 0.36
H -0.9280 0.0587 2.0416 -1.46 1.98 -3.98
H 1.6852 1.9811 0.4187 2.37 5.39 1.14
H 1.9334 -1.7399 -1.3201 -1.16 0.00 0.71
N 0.1115 0.8704 0.0637 0.61 -3.20 0.97
N 2.2029 0.1547 -0.4470 0.45 -0.30 2.46